{
  "formula": "C2H4N2O4",
  "method": "wB97M-V/def2-TZVPD",
  "species": ["C", "C", "H", "H", "H", "H", "N", "N", "O", "O", "O", "O"],
  "positions_angstrom": [[0.00896, 0.26303, -0.95885], [-0.79005, -0.42298, 2.18531], [1.54286, -0.03145, -2.32033], [1.44804, -0.00202, 0.17123], [-1.66575, -0.25798, -0.04037], [-0.41932, -0.26601, 3.23434], [1.31633, 0.60596, -0.62079], [-0.98276, 0.51827, -0.03364], [2.17698, 0.25447, -1.60638], [-0.25525, -0.19573, -2.04759], [-0.50209, 0.64997, 1.33459], [-1.23893, -1.50276, 1.84156]],
  "forces_ev_per_angstrom": [[0.5664, -0.0398, -0.7474], [0.3858, -1.7882, -0.9725], [0.7218, -0.0534, 0.2093], [0.9178, 0.0727, 0.8711], [0.2764, 0.5497, -0.0699], [-0.3776, 0.6225, -1.0077], [-1.6609, 0.2704, 1.4717], [-0.7205, -0.9557, 1.6542], [0.3916, -0.5037, -1.7760], [-0.4157, 0.2158, -0.2944], [-0.5062, -0.7852, 0.4635], [0.4211, 2.3949, 0.1980]],
  "total_charge": 0,
  "smiles": "O=CONC(=O)NO",
  "orbital_gap_ev": 10.65,
  "energy_ha": -488.97982,
  "de_lowest_kj_mol": 245.2,
  "fmax_ha_per_bohr": 0.0474
}